Record 1
# C3H6O2S2

The molecule C3H6O2S2 (the ωB97M-V functional and the def2-TZVPD basis, the Open Molecules 2025 dataset).

For the HOMO energy, the calculation gives -9.169 eV. The SMILES is O[C@H](S)[C@]1(O)CS1.

Last column: Löwdin charge in e.
Geometry (Å):
O (-0.0731, 0.5386, -1.8903)  -0.06
C (0.6067, -0.2190, -0.9718)  -0.65
S (0.6591, -2.0565, -1.5206)  0.71
C (-0.0847, -0.0329, 0.4503)  -0.81
O (-1.3161, -0.6686, 0.6312)  -0.01
C (0.2241, 1.1570, 1.2594)  -0.36
S (1.1212, -0.3739, 1.8065)  0.85
H (-1.0096, 0.5450, -1.6802)  0.10
H (1.7210, -0.0511, -1.0189)  0.11
H (-0.5542, -2.2940, -0.9335)  -0.13
H (-1.6060, -0.1627, 1.3355)  0.05
H (0.8509, 1.9255, 0.6615)  0.12
H (-0.5393, 1.6924, 1.8709)  0.10



Record 2
# C3H6O2Si

The molecule C3H6O2Si (the ωB97M-V functional and the def2-TZVPD basis, the Open Molecules 2025 dataset).

For the HOMO energy, the calculation gives -8.985 eV. The SMILES is C[SiH]1OC=CO1.

Last column: Löwdin charge in e.
Geometry (Å):
C (1.7231, -0.1447, 0.3484)  -0.15
Si (0.0976, -0.3685, -0.6480)  0.47
O (-0.9507, 1.0318, -0.6409)  -0.19
C (-2.1967, 0.8475, -0.1282)  -0.21
C (-2.3601, -0.3741, 0.4003)  0.06
O (-0.9359, -1.3056, 0.1382)  -0.26
H (1.4941, 0.5375, 1.0820)  -0.01
H (1.9346, -1.1599, 0.6792)  0.03
H (2.5608, 0.2788, -0.2218)  0.03
H (0.2260, -0.6625, -2.0048)  -0.01
H (-2.7817, 1.6890, 0.1512)  0.11
H (-2.9517, -1.1626, 0.9702)  0.13



Record 3
# C3H6O3

The molecule C3H6O3 (the ωB97M-V functional and the def2-TZVPD basis, the Open Molecules 2025 dataset).

For the HOMO energy, the calculation gives -10.455 eV. The SMILES is COC(=O)CO.

Last column: Löwdin charge in e.
Geometry (Å):
C (0.2510, 1.7429, -0.3142)  -0.06
O (-0.0387, 1.0501, 0.9050)  -0.07
C (-0.6591, -0.0721, 0.3977)  -0.51
O (-1.8065, -0.1126, 0.0526)  0.15
C (0.3408, -1.1991, 0.3612)  -0.18
O (0.1244, -2.1862, -0.6005)  -0.02
H (0.1491, 1.0108, -1.1253)  0.10
H (-0.5007, 2.5175, -0.4596)  0.10
H (1.2734, 2.1216, -0.3227)  0.10
H (1.3427, -0.7918, 0.2011)  0.14
H (0.2988, -1.5629, 1.3987)  0.14
H (-0.7752, -2.5183, -0.4941)  0.10



Which calculated total energy belongs to each record? In order, -28971.9935 -15180.4163 -9349.6736 eV.
Which energy above the lowest of the compared OMol25 structures with the same formula, charge and spin belongs to each record? In order, 2.300 1.051 1.643 eV.
Which HOMO-LUMO gap belongs to each record? In order, 0.3536 0.3651 0.4125 Eh.